1.
C3N2O | ωB97M-V/def2-TZVPD

Cartesian coordinates (Å):
1 O -1.044 -0.694 1.320
2 C -0.351 -0.241 0.453
3 C 1.041 -0.630 0.189
4 N 2.132 -0.815 -0.146
5 C -0.774 0.790 -0.507
6 N -1.004 1.590 -1.309

Results
Frontier orbital gap   10.67 eV
Calculated total energy   -8136.40877 eV
HOMO level   -12.8 eV
E_LUMO   -0.079 hartree
SMILES   N#CC(=O)C#N
Energy above the lowest of the compared OMol25 structures with the same formula, charge and spin   24.0 kJ/mol

---

2.
C12H17N | ωB97M-V/def2-TZVPD

Cartesian coordinates (Å):
1 C 1.171 2.812 -1.398
2 C -0.996 1.613 -0.907
3 C 0.310 1.579 -1.276
4 C -0.472 -0.540 -1.221
5 C 0.684 0.213 -1.474
6 C -0.504 -1.915 -1.484
7 C 1.808 -0.384 -2.079
8 C 0.597 -2.510 -2.050
9 C 1.734 -1.723 -2.332
10 N -1.490 0.316 -0.950
11 H -1.642 2.469 -0.770
12 H -2.398 0.058 -0.606
13 H 0.755 3.621 -0.806
14 H 1.229 3.169 -2.424
15 H -1.373 -2.459 -1.121
16 H 2.719 0.195 -2.149
17 H 0.487 -3.563 -2.275
18 H 2.563 -2.269 -2.760
19 H 2.182 2.642 -1.042
20 C -0.083 -0.335 2.578
21 C -1.014 -1.537 2.747
22 C -0.796 1.003 2.610
23 H 0.758 -0.381 3.250
24 H 0.407 -0.433 1.602
25 H -0.571 -2.470 2.378
26 H -0.665 1.528 3.552
27 H -2.026 -1.399 2.376
28 H -1.139 -1.764 3.816
29 H -0.370 1.564 1.780
30 H -1.868 0.902 2.433

Results
Frontier orbital gap   8.83 eV
Calculated total energy   -14209.76529 eV
HOMO level   -7.9 eV
E_LUMO   0.034 hartree
SMILES   Cc1c[nH]c2ccccc12.CCC
Energy above the lowest of the compared OMol25 structures with the same formula, charge and spin   55.2 kJ/mol

---

3.
C28H71BBr2F3O24S8 | ωB97M-V/def2-TZVPD

Cartesian coordinates (Å):
1 B 3.066 -0.564 -1.874
2 C 1.554 -1.191 -2.241
3 C 0.488 0.003 -1.894
4 C -0.967 -0.107 -2.635
5 F -1.559 1.282 -2.580
6 Br -0.913 -0.611 -4.568
7 C -2.058 -1.089 -1.896
8 F -1.618 -1.649 -0.598
9 F -2.519 -2.203 -2.807
10 Br -3.735 0.010 -1.523
11 H 3.753 -0.504 -2.849
12 H 2.964 0.572 -1.509
13 H 3.621 -1.168 -1.032
14 H 1.616 -1.499 -3.369
15 H 1.440 -2.134 -1.522
16 H 0.350 -0.012 -0.709
17 H 0.936 1.082 -2.125
18 O 4.972 1.369 -3.696
19 S 5.740 1.967 -4.769
20 O 5.767 1.401 -6.100
21 O 7.271 2.197 -4.263
22 C 8.003 1.076 -3.784
23 C 8.434 0.165 -4.919
24 C 5.283 3.678 -4.908
25 H 7.423 0.528 -3.034
26 H 8.895 1.465 -3.282
27 H 7.570 -0.299 -5.404
28 H 9.080 -0.636 -4.549
29 H 8.972 0.731 -5.687
30 H 5.293 4.133 -3.916
31 H 4.278 3.723 -5.333
32 H 5.988 4.178 -5.575
33 O 0.405 1.135 2.590
34 S -0.436 1.548 3.696
35 O -0.468 0.824 4.948
36 O -1.962 1.740 3.159
37 C -2.601 0.643 2.522
38 C -3.006 -0.425 3.522
39 C -0.100 3.255 4.055
40 H -1.962 0.227 1.735
41 H -3.501 1.032 2.034
42 H -2.129 -0.889 3.982
43 H -3.584 -1.214 3.033
44 H -3.605 0.008 4.329
45 H -0.108 3.825 3.125
46 H 0.886 3.311 4.522
47 H -0.858 3.625 4.748
48 O 3.682 3.345 -0.216
49 S 3.067 4.599 -0.601
50 O 3.380 5.255 -1.852
51 O 3.241 5.670 0.614
52 C 4.552 5.961 1.080
53 C 5.313 6.834 0.099
54 C 1.303 4.420 -0.500
55 H 5.099 5.036 1.296
56 H 4.445 6.500 2.027
57 H 5.502 6.303 -0.839
58 H 6.280 7.132 0.515
59 H 4.738 7.732 -0.146
60 H 1.043 3.959 0.455
61 H 0.984 3.780 -1.325
62 H 0.842 5.405 -0.597
63 O 1.140 -5.113 -5.333
64 S -0.284 -5.386 -5.342
65 O -0.818 -6.685 -4.996
66 O -0.903 -4.928 -6.777
67 C -0.352 -5.484 -7.964
68 C -0.780 -6.928 -8.154
69 C -1.100 -4.170 -4.338
70 H 0.739 -5.390 -7.963
71 H -0.726 -4.888 -8.803
72 H -0.366 -7.570 -7.371
73 H -0.433 -7.311 -9.118
74 H -1.870 -7.018 -8.106
75 H -0.737 -3.178 -4.611
76 H -0.862 -4.384 -3.294
77 H -2.178 -4.249 -4.495
78 O 9.832 5.923 1.996
79 S 8.829 4.949 2.379
80 O 7.419 5.166 2.140
81 O 9.043 4.555 3.945
82 C 9.025 5.593 4.915
83 C 7.617 6.106 5.158
84 C 9.271 3.377 1.682
85 H 9.699 6.406 4.624
86 H 9.415 5.170 5.847
87 H 7.217 6.600 4.268
88 H 7.605 6.832 5.977
89 H 6.941 5.281 5.403
90 H 10.325 3.178 1.884
91 H 9.098 3.428 0.604
92 H 8.636 2.605 2.121
93 O -6.518 -0.497 6.968
94 S -7.133 0.757 6.584
95 O -6.820 1.413 5.333
96 O -6.959 1.828 7.798
97 C -5.648 2.119 8.265
98 C -4.887 2.991 7.284
99 C -8.897 0.578 6.684
100 H -5.101 1.194 8.480
101 H -5.755 2.658 9.212
102 H -4.698 2.461 6.346
103 H -3.920 3.290 7.699
104 H -5.462 3.890 7.038
105 H -9.157 0.117 7.639
106 H -9.216 -0.062 5.859
107 H -9.358 1.563 6.587
108 O -0.406 -9.523 -10.273
109 S -0.277 -9.389 -11.710
110 O -1.430 -9.339 -12.583
111 O 0.749 -10.527 -12.259
112 C 0.464 -11.891 -11.980
113 C -0.683 -12.407 -12.830
114 C 0.738 -7.974 -12.059
115 H 0.261 -12.032 -10.913
116 H 1.367 -12.465 -12.215
117 H -1.621 -11.906 -12.575
118 H -0.826 -13.481 -12.678
119 H -0.493 -12.219 -13.891
120 H 1.633 -8.012 -11.435
121 H 0.156 -7.079 -11.826
122 H 0.999 -7.979 -13.119
123 O -10.323 2.147 9.422
124 S -10.324 1.101 10.425
125 O -11.306 0.039 10.426
126 O -10.287 1.784 11.903
127 C -11.307 2.711 12.249
128 C -12.627 2.013 12.522
129 C -8.711 0.359 10.472
130 H -11.416 3.474 11.471
131 H -10.982 3.224 13.160
132 H -13.022 1.545 11.615
133 H -13.375 2.724 12.883
134 H -12.499 1.220 13.266
135 H -7.956 1.146 10.509
136 H -8.590 -0.235 9.564
137 H -8.646 -0.288 11.349

Results
Frontier orbital gap   5.91 eV
Calculated total energy   -314916.63057 eV
HOMO level   -4.5 eV
E_LUMO   0.052 hartree
Total charge   -1

---

4.
C3H4N2O | ωB97M-V/def2-TZVPD

Cartesian coordinates (Å):
1 O -1.704 -0.968 -1.131
2 C -0.712 -0.279 -0.513
3 N -0.397 0.925 -0.949
4 N 0.589 1.317 -0.122
5 C 0.911 0.393 0.806
6 C 0.071 -0.677 0.598
7 H -1.462 -1.902 -1.126
8 H 1.006 2.222 -0.266
9 H 1.694 0.559 1.532
10 H 0.005 -1.591 1.172

Results
Frontier orbital gap   9.98 eV
Calculated total energy   -8202.81974 eV
HOMO level   -9.1 eV
E_LUMO   0.034 hartree
SMILES   Oc1cc[nH]n1
Energy above the lowest of the compared OMol25 structures with the same formula, charge and spin   102.8 kJ/mol

---

5.
C43H36N3O3PPt | ωB97M-V/def2-TZVPD

Cartesian coordinates (Å):
1 Pt 2.027 1.622 0.821
2 N 2.164 3.616 1.650
3 C 1.288 4.720 1.304
4 C 1.389 5.896 1.994
5 C 0.533 6.982 1.723
6 C -0.427 6.870 0.762
7 C -0.551 5.672 0.020
8 C -1.539 5.500 -0.978
9 C -1.611 4.321 -1.654
10 C -0.668 3.311 -1.353
11 N 0.265 3.439 -0.450
12 C 0.322 4.588 0.269
13 H 2.137 3.487 2.657
14 H 3.132 3.833 1.383
15 H 2.135 5.986 2.775
16 H 0.639 7.896 2.291
17 H -1.103 7.689 0.551
18 H -2.228 6.310 -1.184
19 H -2.362 4.145 -2.412
20 H -0.700 2.361 -1.878
21 O 4.523 2.886 0.388
22 C 3.898 1.843 0.242
23 C 4.635 0.629 -0.283
24 C 5.995 0.671 -0.574
25 C 6.636 -0.479 -1.000
26 C 5.927 -1.671 -1.135
27 C 4.570 -1.712 -0.857
28 C 3.924 -0.555 -0.435
29 P 2.142 -0.370 -0.128
30 C 1.644 -1.806 0.853
31 C 0.457 -2.494 0.627
32 C 0.096 -3.552 1.450
33 C 0.917 -3.918 2.506
34 C 2.099 -3.227 2.744
35 C 2.461 -2.173 1.922
36 C 1.436 -0.573 -1.786
37 C 1.022 0.564 -2.471
38 C 0.559 0.463 -3.774
39 C 0.507 -0.775 -4.399
40 C 0.922 -1.913 -3.721
41 C 1.387 -1.813 -2.418
42 H 6.527 1.605 -0.449
43 H 7.695 -0.458 -1.223
44 H 6.438 -2.569 -1.458
45 H 4.023 -2.641 -0.961
46 H -0.197 -2.198 -0.182
47 H -0.833 -4.077 1.266
48 H 0.634 -4.741 3.150
49 H 2.736 -3.507 3.572
50 H 3.379 -1.627 2.112
51 H 1.065 1.522 -1.966
52 H 0.238 1.352 -4.302
53 H 0.141 -0.855 -5.415
54 H 0.881 -2.881 -4.205
55 H 1.702 -2.708 -1.894
56 C -2.893 -4.766 -2.689
57 C -3.178 -4.175 -1.332
58 C -3.623 -5.008 -0.308
59 C -3.883 -4.492 0.950
60 C -3.690 -3.146 1.212
61 C -3.247 -2.298 0.198
62 N -2.960 -0.946 0.391
63 C -3.100 -0.223 1.572
64 C -4.274 -0.296 2.329
65 C -4.421 0.448 3.484
66 C -3.405 1.293 3.914
67 C -2.247 1.382 3.165
68 C -2.072 0.643 1.997
69 C -0.782 0.796 1.240
70 O 0.159 1.394 1.854
71 O -0.682 0.383 0.066
72 C -3.005 -2.811 -1.092
73 C -2.562 -1.863 -2.175
74 H -3.001 -5.849 -2.663
75 H -1.879 -4.536 -3.023
76 H -3.579 -4.381 -3.448
77 H -3.762 -6.065 -0.502
78 H -4.223 -5.145 1.744
79 H -3.845 -2.765 2.211
80 H -2.153 -0.609 -0.131
81 H -5.083 -0.925 1.983
82 H -5.343 0.375 4.047
83 H -3.519 1.876 4.818
84 H -1.437 2.029 3.473
85 H -3.192 -0.970 -2.177
86 H -2.618 -2.319 -3.160
87 H -1.534 -1.517 -2.034

Results
Frontier orbital gap   7.13 eV
Calculated total energy   -68327.83509 eV
HOMO level   -7.1 eV
E_LUMO   -0.001 hartree
Energy above the lowest of the compared OMol25 structures with the same formula, charge and spin   26.9 kJ/mol